Computed, not measured: C3H8BrO3PbS as an isolated structure at a distorted geometry, with ωB97M-V/def2-TZVPD.

The geometry in XYZ format:
```
17
Properties=species:S:1:pos:R:3:mulliken_spin:R:1
Pb 2.63 7.45 8.18 -0.01
Br -0.17 8.53 8.20 1.00
O 1.30 6.20 12.51 0.00
S 1.02 5.50 11.25 0.00
O 1.66 5.93 10.01 0.00
O 0.97 3.82 11.50 0.00
C 0.94 3.01 10.30 0.00
C -0.21 1.99 10.48 0.00
C -0.76 5.72 10.84 0.01
H 1.89 2.52 10.09 0.00
H 0.67 3.60 9.43 0.00
H -1.07 2.44 10.96 0.00
H 0.07 1.27 11.25 0.00
H -0.50 1.38 9.62 0.00
H -0.91 4.96 10.06 0.00
H -0.83 6.74 10.46 0.00
H -1.37 5.60 11.74 0.00
```

Its frontier orbital gap (alpha / beta) is 6.5568 / 4.6368 eV. As for the multiplicity: 2. As for the molecular weight: 411.26 g/mol. The value obtained for the total energy is -95487.331 eV. As for the net charge: +2. The expectation value of S² is 0.75.



Computed, not measured: C3H8BrOPS as an isolated structure at a distorted geometry, with ωB97M-V/def2-TZVPD.

The geometry in XYZ format:
```
15
Properties=species:S:1:pos:R:3:nbo_charge:R:1
C 1.84 -1.14 1.47 -0.63
C -1.97 1.65 -1.33 -0.26
C 0.83 -0.19 0.91 -0.76
O -1.07 1.28 -0.32 -0.74
P 0.03 -0.59 -0.68 1.19
S 1.18 -0.62 -2.19 -0.39
Br -1.51 -2.15 -0.35 -0.14
H 2.79 -1.11 0.91 0.23
H 2.03 -0.90 2.52 0.23
H 1.45 -2.27 1.54 0.22
H -1.52 1.88 -2.24 0.17
H -2.47 2.56 -1.04 0.18
H -2.78 0.87 -1.28 0.16
H 1.20 0.76 0.44 0.27
H -0.04 -0.03 1.65 0.27
```

Its frontier orbital gap is 8.7200 eV. The energy relative to the best compared isomer or geometry (same formula, charge and spin) comes out at 234.8 kJ/mol. As for the molecular weight: 203.04 g/mol. The value obtained for the total energy is -95453.882 eV.



Computed, not measured: C3H8BrOZr as an isolated structure at a distorted geometry, with ωB97M-V/def2-TZVPD.

The geometry in XYZ format:
```
14
Properties=species:S:1:pos:R:3:nbo_charge:R:1
Zr 0.39 -5.85 1.16 2.16
Br 0.63 -3.51 0.29 -0.15
C -0.31 0.31 -1.37 -0.54
C 0.42 0.66 -0.07 0.10
C -0.27 1.78 0.71 -0.63
O 0.59 -0.57 0.65 -0.45
H 0.31 -0.34 -1.99 0.25
H -0.58 1.14 -1.97 0.29
H -1.21 -0.24 -1.12 0.25
H 1.35 1.07 -0.37 0.34
H -1.27 1.55 1.02 0.28
H -0.27 2.58 -0.01 0.28
H 0.20 2.00 1.66 0.30
H 0.02 -0.56 1.41 0.51
```

Its frontier orbital gap is 2.4639 eV. The energy relative to the best compared isomer or geometry (same formula, charge and spin) comes out at 0.0 kJ/mol. As for the molecular weight: 231.22 g/mol. The value obtained for the total energy is -76569.582 eV. As for the net charge: +3.



Computed, not measured: a 2-piece molecular cluster, C3H8ClFNP overall at a distorted geometry, with ωB97M-V/def2-TZVPD.

The geometry in XYZ format:
```
15
Properties=species:S:1:pos:R:3:nbo_charge:R:1
F -2.51 0.61 0.49 -0.58
P -1.59 -0.48 1.36 1.07
C -2.13 -1.84 0.57 -0.76
Cl -1.56 -3.48 0.90 0.02
H -2.97 -1.84 -0.22 0.26
C 1.47 -0.46 -0.27 -0.41
N 0.85 0.65 -0.93 -0.64
C 0.92 1.94 -0.26 -0.42
H 1.93 -0.18 0.63 0.18
H 0.66 -1.30 -0.16 0.17
H 2.21 -1.01 -0.81 0.18
H -0.10 0.34 -1.06 0.36
H 0.95 2.80 -0.97 0.20
H 0.02 2.10 0.51 0.16
H 1.85 2.15 0.19 0.20
```

Its frontier orbital gap is 8.3502 eV. Its SMILES is F/P=C/Cl.CNC. The energy relative to the best compared isomer or geometry (same formula, charge and spin) comes out at 112.7 kJ/mol. As for the molecular weight: 143.53 g/mol. The value obtained for the total energy is -29257.849 eV.